Density functional theory data (the ωB97M-V functional and the def2-TZVPD basis) for one molecule with the formula C2Cl6 in a non-equilibrium geometry.

Geometry (Å):
Cl (0.3608, 2.2958, 0.1260)
Cl (0.0007, 0.3127, 2.1329)
Cl (2.1112, -0.1509, 0.3938)
Cl (-0.1474, -2.0963, -0.1615)
Cl (-2.2052, -0.0619, -0.2779)
Cl (-0.1127, -0.2952, -2.2978)
C (0.4601, 0.4788, 0.4127)
C (-0.5208, -0.3693, -0.4001)

Atoms 1-2, force components in eV/Å:
Cl 0.14 -1.63 -0.55
Cl -0.53 -0.13 0.14

Summary:
**SMILES string**: ClC(Cl)(Cl)C(Cl)(Cl)Cl
**Total charge**: 0
**Gap between HOMO and LUMO**: 10.68 eV

Atomic charges from the Löwdin analysis, expressed in e, are listed below: 0.538, 0.549, 0.580, 0.544, 0.641, 0.428, -1.648, -1.632